# C46H47ILaN4O5Si

C46H47ILaN4O5Si as an isolated structure in a non-equilibrium geometry (ωB97M-V/def2-TZVPD, OMol25).

Last column: Löwdin charge in e.
Element x y z (Å)
La 0.12 -0.05 -0.40  2.03
O -2.05 0.23 4.87  0.03
C -1.79 -1.09 4.78  -0.28
C -2.03 -1.88 5.91  -0.03
C -1.77 -3.23 5.89  -0.10
C -1.29 -3.83 4.74  -0.11
C -1.04 -3.07 3.62  -0.06
C -1.27 -1.69 3.62  -0.07
C -0.95 -0.90 2.41  -0.46
O -0.26 -1.43 1.47  -0.32
N -1.41 0.33 2.42  0.03
N -1.22 1.07 1.27  -0.12
C -1.63 2.29 1.34  -0.06
C -1.69 3.22 0.26  -0.15
C -2.33 4.44 0.50  -0.06
C -2.59 5.34 -0.51  -0.12
C -2.24 5.00 -1.82  -0.10
C -1.57 3.83 -2.08  -0.02
C -1.23 2.91 -1.06  -0.35
O -0.51 1.88 -1.34  -0.29
H -1.89 0.60 3.95  0.06
H -2.43 -1.39 6.79  0.11
H -1.96 -3.82 6.78  0.10
H -1.10 -4.90 4.72  0.09
H -0.65 -3.52 2.72  0.08
H -2.03 2.65 2.30  0.13
H -2.64 4.66 1.52  0.10
H -3.07 6.28 -0.30  0.09
H -2.48 5.67 -2.63  0.10
H -1.29 3.58 -3.09  0.11
N 2.79 -0.09 3.48  0.18
C 2.46 -0.15 2.18  -0.66
O 1.65 0.62 1.69  -0.07
C 3.19 -1.17 1.34  -0.51
I 2.36 -3.09 1.77  0.98
H 2.24 0.51 4.08  0.12
H 3.37 -0.80 3.92  0.10
H 4.25 -1.22 1.58  0.05
H 3.00 -0.96 0.28  0.02
C 0.91 -4.83 -1.68  -0.05
C 1.73 -3.72 -2.27  -0.31
C 2.54 -3.94 -3.38  -0.05
C 3.20 -2.87 -3.96  -0.29
C 4.03 -3.08 -5.20  -0.06
C 3.11 -1.60 -3.41  -0.01
C 2.37 -1.34 -2.24  -0.31
C 1.67 -2.46 -1.72  -0.11
N 2.28 -0.19 -1.52  -0.18
C 3.00 1.02 -1.95  -0.62
C 4.52 0.78 -2.17  -0.04
C 2.35 1.62 -3.21  -0.04
C 2.86 2.06 -0.82  -0.06
H 0.47 -5.43 -2.46  0.08
H 0.11 -4.41 -1.07  0.07
H 1.52 -5.47 -1.04  0.07
H 2.61 -4.93 -3.81  0.11
H 3.90 -4.10 -5.58  0.07
H 5.09 -2.94 -4.99  0.07
H 3.75 -2.38 -5.99  0.07
H 3.62 -0.81 -3.93  0.08
H 1.00 -2.30 -0.86  0.02
H 4.78 0.73 -3.23  0.06
H 4.82 -0.16 -1.71  0.08
H 5.09 1.59 -1.73  0.07
H 2.47 0.96 -4.07  0.07
H 2.79 2.59 -3.44  0.08
H 1.28 1.74 -3.02  0.06
H 3.36 1.73 0.09  0.07
H 1.81 2.25 -0.59  0.05
H 3.31 3.00 -1.14  0.08
O -1.27 -1.30 -1.60  -0.49
Si -2.58 -1.84 -2.28  0.46
C -3.79 -0.39 -2.58  -0.21
C -3.43 0.61 -3.48  -0.10
C -4.23 1.73 -3.67  -0.10
C -5.41 1.87 -2.95  -0.10
C -5.77 0.89 -2.04  -0.10
C -4.96 -0.22 -1.86  -0.09
C -2.31 -2.62 -4.01  -0.20
C -3.35 -2.88 -4.90  -0.11
C -3.11 -3.48 -6.12  -0.11
C -1.82 -3.82 -6.49  -0.11
C -0.77 -3.55 -5.63  -0.09
C -1.02 -2.96 -4.41  -0.08
C -3.41 -3.18 -1.21  -0.21
C -2.93 -3.44 0.07  -0.08
C -3.52 -4.40 0.88  -0.08
C -4.61 -5.12 0.42  -0.11
C -5.10 -4.88 -0.85  -0.10
C -4.51 -3.92 -1.65  -0.10
H -2.51 0.50 -4.04  0.11
H -3.92 2.50 -4.36  0.10
H -6.04 2.74 -3.10  0.09
H -6.67 1.01 -1.46  0.09
H -5.25 -0.98 -1.14  0.10
H -4.36 -2.59 -4.64  0.10
H -3.93 -3.67 -6.81  0.09
H -1.64 -4.29 -7.46  0.09
H 0.24 -3.80 -5.91  0.10
H -0.20 -2.73 -3.74  0.08
H -2.08 -2.88 0.43  0.08
H -3.14 -4.57 1.88  0.09
H -5.06 -5.88 1.05  0.09
H -5.96 -5.43 -1.21  0.09
H -4.89 -3.75 -2.64  0.09

Spin multiplicity: 1
Total charge: -1
E_tot (eV): -81510.61628

# C22H27IN3O2Ru

C22H27IN3O2Ru as an isolated structure (ωB97M-V/def2-TZVPD, OMol25).

Last column: natural (NBO) charge in e.
Element x y z (Å)
Ru -0.10 -0.18 -0.05  0.90
C -2.73 1.05 0.81  -0.42
N -2.26 -0.14 0.04  -0.39
C -2.81 0.08 -1.32  -0.21
C -2.39 -0.83 -2.46  -0.43
C -0.91 -0.85 -2.88  -0.23
N -0.01 -0.01 -2.09  -0.40
C 0.94 0.62 -2.68  0.20
C 2.09 1.21 -2.06  -0.26
C 2.88 2.08 -2.84  -0.14
C 4.05 2.62 -2.38  -0.28
C 4.49 2.26 -1.09  -0.18
C 3.76 1.39 -0.31  -0.23
C 2.53 0.85 -0.75  0.40
O 1.90 0.05 0.05  -0.64
C -2.84 -1.34 0.72  -0.23
C -1.95 -1.94 1.81  -0.44
C -1.19 -1.02 2.75  -0.23
N -0.27 -0.12 2.02  -0.43
C 0.28 0.82 2.70  0.21
C 0.93 2.00 2.18  -0.26
C 1.74 2.75 3.07  -0.14
C 2.29 3.94 2.69  -0.28
C 2.00 4.45 1.42  -0.17
C 1.19 3.77 0.55  -0.24
C 0.64 2.51 0.89  0.41
O -0.12 1.90 0.03  -0.71
H -3.82 1.09 0.75  0.18
H -2.44 0.96 1.85  0.21
H -2.29 1.95 0.40  0.25
H -3.90 0.07 -1.26  0.19
H -2.52 1.11 -1.58  0.22
H -2.72 -1.85 -2.30  0.23
H -2.98 -0.45 -3.31  0.22
H -0.53 -1.86 -2.75  0.23
H -0.81 -0.61 -3.94  0.19
H 0.90 0.68 -3.77  0.17
H 2.53 2.32 -3.84  0.20
H 4.63 3.30 -2.99  0.21
H 5.41 2.67 -0.71  0.21
H 4.09 1.12 0.68  0.22
H -3.81 -1.05 1.13  0.19
H -3.02 -2.12 -0.03  0.23
H -2.57 -2.61 2.41  0.23
H -1.21 -2.58 1.34  0.24
H -1.87 -0.40 3.35  0.19
H -0.61 -1.63 3.45  0.21
H 0.20 0.78 3.79  0.17
H 1.92 2.35 4.06  0.20
H 2.93 4.49 3.37  0.21
H 2.43 5.40 1.11  0.21
H 0.97 4.15 -0.44  0.22
I -0.74 -3.95 -0.79  -0.05
C 0.45 -2.20 -0.21  -0.75
H 1.22 -2.23 -0.98  0.21
H 0.93 -2.54 0.71  0.19

Spin multiplicity: 2
⟨S²⟩: 0.757
E_tot (eV): -42500.45359